{"formula": "C19H38N5O5P2Pt", "method": "the ωB97M-V functional and the def2-TZVPD basis", "total_charge": -1, "s2": 2.01, "e_above_lowest_ev": 0.0000, "spin_multiplicity": 3, "homo_ev": [-2.0, -3.8], "gap_ev": [4.321, 6.180], "species": ["Pt", "O", "C", "O", "C", "C", "C", "C", "C", "N", "H", "H", "H", "H", "C", "N", "C", "P", "O", "O", "P", "O", "N", "C", "C", "N", "C", "C", "N", "C", "C", "H", "H", "H", "H", "H", "H", "H", "H", "H", "H", "H", "H", "H", "H", "H", "H", "H", "H", "H", "H", "H", "H", "H", "H", "C", "C", "C", "C", "C", "H", "H", "H", "H", "H", "H", "H", "H", "H", "H"], "coordinates": [[-0.62654, 1.04482, 0.46049], [-0.04118, 5.14926, -0.28452], [-0.36187, 3.98098, -0.05780], [0.40297, 2.98486, 0.14169], [-1.85553, 3.67041, -0.00270], [-2.78686, 4.65583, 0.29563], [-4.12193, 4.31321, 0.39311], [-4.48304, 2.99336, 0.15927], [-3.49561, 2.07454, -0.14363], [-2.20225, 2.39943, -0.20991], [-2.42480, 5.66395, 0.44306], [-4.87027, 5.05738, 0.63682], [-5.51534, 2.67150, 0.21025], [-3.72031, 1.03013, -0.32118], [4.96286, -0.46400, -2.76793], [4.29256, -0.18495, -1.51075], [4.79650, 1.02656, -0.86516], [2.63074, -0.38066, -1.44647], [2.11222, 0.06021, -0.15223], [2.54366, -1.95490, -1.82422], [1.93197, -3.29567, -1.15160], [0.77453, -3.12217, -0.27642], [3.26022, -3.99610, -0.43386], [4.60651, -3.49761, -0.70487], [3.08515, -4.35029, 0.98122], [1.57566, -4.21090, -2.48330], [0.29127, -3.95667, -3.12984], [2.61531, -4.66806, -3.38058], [1.96841, 0.32629, -2.79044], [1.67000, -0.45308, -3.98513], [1.00634, 1.42139, -2.58215], [6.03690, -0.56008, -2.59018], [4.80532, 0.33446, -3.50649], [4.60855, -1.40164, -3.19460], [5.83504, 0.86829, -0.56491], [4.20142, 1.24724, 0.01680], [4.75938, 1.89323, -1.53799], [4.74723, -3.30594, -1.76549], [5.32750, -4.25955, -0.39900], [4.82036, -2.56976, -0.16629], [2.05374, -4.62801, 1.17703], [3.33761, -3.50939, 1.63427], [3.73694, -5.19365, 1.21871], [-0.36830, -3.42044, -2.45074], [-0.18459, -4.90401, -3.39531], [0.42006, -3.36640, -4.04428], [3.52947, -4.87413, -2.82710], [2.83251, -3.93532, -4.17042], [2.30258, -5.59866, -3.86112], [2.40903, -1.23260, -4.15423], [1.67686, 0.21632, -4.84816], [0.68079, -0.92264, -3.92465], [1.28476, 2.03183, -1.72653], [-0.00067, 1.04032, -2.39435], [1.00518, 2.04556, -3.47930], [-0.35594, -1.96282, 2.47553], [-1.70802, -1.28238, 2.19547], [-2.81241, -2.34023, 2.21762], [-1.97316, -0.27787, 3.32702], [-1.65941, -0.59260, 0.83988], [-0.33798, -2.41477, 3.47703], [0.44573, -1.22300, 2.40447], [-0.15380, -2.73063, 1.72688], [-2.87767, -2.83145, 3.19631], [-2.62390, -3.10757, 1.46099], [-3.78338, -1.88198, 2.00296], [-1.96694, -0.77999, 4.30375], [-2.94406, 0.20900, 3.18939], [-1.21129, 0.50253, 3.31944], [-2.36635, -1.02785, 0.12376]], "mulliken_spin": [0.859, 0.008, 0.015, 0.011, 0.037, -0.017, 0.036, -0.018, 0.047, 0.000, -0.001, 0.003, -0.003, 0.016, 0.001, 0.002, 0.001, 0.009, 0.004, 0.023, -0.029, -0.037, 0.000, 0.000, 0.000, -0.001, 0.002, 0.000, 0.004, 0.001, 0.008, 0.000, 0.000, 0.000, 0.000, -0.001, 0.000, 0.000, 0.000, 0.000, 0.000, 0.000, 0.000, 0.004, 0.000, 0.001, 0.000, 0.000, 0.000, 0.000, 0.000, 0.000, -0.003, 0.000, 0.000, 0.108, 0.004, 0.075, 0.064, 0.964, 0.011, -0.035, -0.028, 0.007, -0.010, -0.026, 0.002, -0.004, 0.000, -0.114]}